Record 1
{"formula": "H16O8", "method": "ωB97M-V with the def2-TZVPD basis set", "charge": 0, "molar_mass_da": 144.120, "homo_lumo_gap_ev": 11.16, "smiles": "O.O.O.O.O.O.O.O", "relative_energy_kj_mol": 280.1, "homo_ev": -10.8, "symbols": ["O", "H", "H", "O", "H", "H", "O", "H", "H", "O", "H", "H", "O", "H", "H", "O", "H", "H", "O", "H", "H", "O", "H", "H"], "coordinates": [[0.680760, 0.966008, 0.085258], [1.643798, 0.932986, 0.106603], [0.415538, 0.040968, 0.030960], [3.027491, -3.224507, 0.698107], [2.329133, -2.937033, 0.099236], [3.455946, -2.404849, 0.969358], [-2.680257, 3.563724, -0.831495], [-2.818838, 4.040041, -0.005113], [-3.239672, 4.026401, -1.465510], [0.555242, -4.068269, -2.263939], [-0.170356, -4.397211, -1.721448], [0.414149, -3.115206, -2.291415], [-0.086335, 2.480866, 4.107348], [0.406120, 1.846371, 4.640165], [-0.737567, 2.844359, 4.717887], [-2.895496, -1.698224, 2.125142], [-3.671636, -1.274430, 2.508542], [-3.249237, -2.219427, 1.395618], [-0.136656, -0.555150, -1.949749], [-0.961762, -0.057818, -1.978939], [0.544515, 0.124039, -1.888942], [2.498702, 1.490947, -2.041713], [1.844518, 1.250177, -2.707343], [2.831900, 2.345239, -2.338619]], "atomic_forces_ev_per_a": [[0.2, -0.1, 0.3], [0.0, 0.2, -0.1], [-0.2, 0.0, 0.2], [0.0, 0.2, 0.0], [0.0, -0.2, 0.0], [0.0, -0.1, 0.0], [-0.2, 0.1, 0.0], [0.1, -0.1, 0.0], [0.1, -0.1, 0.0], [-0.1, 0.1, 0.2], [0.1, 0.0, -0.1], [0.0, 0.1, -0.1], [0.0, 0.0, 0.2], [0.0, 0.0, -0.1], [0.1, 0.0, -0.1], [-0.2, 0.0, -0.1], [0.1, 0.0, 0.0], [0.1, 0.0, 0.1], [-0.1, -0.4, -0.5], [0.0, 0.0, 0.1], [-0.2, 0.0, 0.3], [0.1, 0.0, -0.3], [0.2, 0.1, -0.1], [0.0, -0.1, 0.1]]}

Record 2
{"formula": "C4H11N3O", "method": "ωB97M-V with the def2-TZVPD basis set", "charge": 0, "molar_mass_da": 117.152, "homo_lumo_gap_ev": 8.55, "smiles": "C=C(N)NCO.C=N", "relative_energy_kj_mol": 304.4, "homo_ev": -7.8, "symbols": ["C", "C", "N", "N", "C", "O", "H", "H", "H", "H", "H", "H", "H", "H", "C", "N", "H", "H", "H"], "coordinates": [[1.418626, -1.825699, -1.117776], [1.009927, -0.856095, -0.300142], [1.207409, -0.849777, 1.076149], [0.147393, 0.183913, -0.725656], [0.610689, 1.647224, -0.362811], [0.240335, 1.934321, 0.954594], [1.921998, -2.695412, -0.735518], [1.198835, -1.808000, -2.167167], [1.177819, 0.065212, 1.506041], [1.950455, -1.446721, 1.398001], [-0.034298, 0.114013, -1.719485], [1.709450, 1.720832, -0.385439], [0.162635, 2.330568, -1.085012], [-0.723426, 1.854732, 0.985220], [-2.677996, 0.240575, 0.481148], [-1.938650, -0.731155, 0.096083], [-2.553399, 0.763304, 1.429116], [-3.579893, 0.428141, -0.090640], [-1.247910, -1.069974, 0.763292]], "atomic_forces_ev_per_a": [[0.1, -0.2, 0.0], [-0.5, 0.5, -0.2], [0.0, 0.1, 0.1], [2.2, 2.6, 0.1], [0.0, -2.5, -0.4], [-0.4, 0.2, 0.0], [0.2, -0.1, 0.1], [-0.1, 0.1, -0.2], [0.0, -0.1, 0.0], [0.1, 0.1, 0.0], [0.0, 0.0, 0.1], [-0.4, 0.0, -0.1], [-0.1, -0.1, -0.1], [0.2, 0.0, 0.2], [0.5, -2.0, 0.0], [-2.0, 0.3, 0.5], [0.0, 0.1, 0.2], [0.1, 0.5, -0.3], [0.2, 0.7, 0.0]]}

Record 3
{"formula": "C5H16N2O", "method": "ωB97M-V with the def2-TZVPD basis set", "charge": 2, "molar_mass_da": 120.196, "homo_lumo_gap_ev": 10.54, "relative_energy_kj_mol": 76.4, "homo_ev": -18.2, "symbols": ["C", "C", "C", "C", "C", "N", "N", "H", "H", "H", "H", "H", "H", "H", "H", "H", "H", "H", "H", "H", "H", "H", "H", "O"], "coordinates": [[2.308261, 0.499991, -1.200192], [0.903047, 0.191389, -1.681779], [-0.319712, 0.240339, -0.699958], [0.040860, -0.398937, 0.630747], [-2.334625, -0.696201, 1.265603], [-1.115477, -0.997382, 1.340870], [0.556707, 1.047414, -2.914693], [2.362864, 0.176880, -0.161618], [3.004132, -0.225809, -1.636848], [2.712841, 1.486732, -1.407353], [0.841831, -0.797224, -2.105390], [-1.059607, -0.391212, -1.175751], [-0.676595, 1.266829, -0.659725], [0.509258, 0.283541, 1.332817], [0.713138, -1.212982, 0.471902], [-3.084810, -1.148203, 1.903491], [-2.648962, 0.013483, 0.516474], [-0.778885, -1.512941, 2.152167], [-0.437730, 1.303033, -2.939665], [0.797448, 0.657863, -3.827607], [0.950671, 1.989410, -2.783828], [-0.350105, -0.855247, 4.565101], [-1.695071, -0.257761, 4.868790], [-1.199471, -0.663000, 4.146446]], "atomic_forces_ev_per_a": [[0.3, -1.4, 0.1], [-0.8, -0.2, -0.7], [1.1, 0.2, -0.7], [-0.9, 0.5, -0.2], [-0.6, 0.1, -0.4], [1.2, 0.5, 0.6], [-0.7, 1.4, 0.9], [0.2, 0.8, 0.3], [-0.1, 0.3, -0.4], [-0.3, 0.2, 0.4], [0.4, -0.5, 0.0], [-0.5, 0.0, -0.1], [-0.2, 0.1, 0.5], [0.0, 0.2, 0.1], [0.5, -0.6, -0.1], [0.2, 0.0, 0.2], [-0.1, 0.0, -0.2], [-0.6, -0.4, 0.2], [-0.1, -0.6, -0.2], [0.3, 0.0, 0.1], [0.6, -0.3, -0.4], [0.0, -0.1, 0.0], [-0.2, 0.0, -0.1], [0.4, 0.0, 0.0]]}

Record 4
{"formula": "C31H36HfN10O2S2", "method": "ωB97M-V with the def2-TZVPD basis set", "charge": 2, "molar_mass_da": 823.321, "homo_lumo_gap_ev": 7.27, "relative_energy_kj_mol": 53.8, "homo_ev": -13.2, "symbols": ["Hf", "C", "C", "N", "N", "C", "N", "S", "C", "C", "C", "C", "C", "N", "H", "H", "H", "H", "H", "H", "H", "H", "H", "N", "C", "C", "N", "H", "H", "H", "H", "H", "H", "H", "H", "O", "C", "N", "C", "C", "O", "N", "C", "C", "C", "C", "C", "C", "C", "C", "C", "C", "C", "C", "H", "H", "H", "H", "H", "H", "H", "H", "H", "H", "H", "C", "C", "C", "C", "N", "C", "S", "N", "C", "H", "H", "H", "H", "H", "H", "H", "H"], "coordinates": [[-0.082800, -0.056500, -0.309200], [3.366400, 1.466500, 2.107800], [2.034900, 1.213200, 1.485200], [1.898800, 0.569300, 0.356400], [3.005700, 0.228900, -0.313500], [2.890400, -0.237700, -1.534300], [4.028600, -0.471600, -2.199000], [1.412000, -0.600200, -2.359500], [0.816900, 1.793600, 2.035800], [0.862500, 2.775800, 3.033400], [-0.303100, 3.396700, 3.437000], [-1.496900, 3.043800, 2.821500], [-1.468200, 2.065200, 1.843900], [-0.355400, 1.428600, 1.467200], [4.080700, 0.740300, 1.729200], [3.730000, 2.459500, 1.845500], [3.315500, 1.386600, 3.190600], [4.900000, -0.139400, -1.815200], [3.977600, -0.682000, -3.180800], [1.805900, 3.059100, 3.469100], [-0.280200, 4.147100, 4.211000], [-2.426200, 3.508400, 3.104800], [-2.383800, 1.793100, 1.331300], [-1.258000, -1.763600, -1.412000], [-2.484400, -2.261300, -0.757300], [-2.224300, -2.328900, 0.741200], [-1.786900, -0.987500, 1.177000], [-1.490700, -1.508000, -2.373300], [-0.558000, -2.525600, -1.476800], [-2.774700, -3.251700, -1.122900], [-3.301200, -1.559400, -0.956600], [-1.424100, -3.044600, 0.954900], [-3.129700, -2.651600, 1.266100], [-1.625300, -1.005300, 2.185200], [-2.590900, -0.373300, 1.018300], [-4.085100, 0.465600, -1.325900], [-3.157700, 1.198000, -1.570200], [-3.147700, 2.358000, -2.260100], [-1.817600, 2.924000, -2.373900], [-1.063000, 1.936000, -1.528700], [0.156300, 1.901100, -1.232500], [-1.840500, 0.943100, -1.130900], [-1.203100, 2.766200, -3.767100], [-1.775300, 1.939800, -4.721500], [-1.193900, 1.836000, -5.975000], [-0.045100, 2.548300, -6.272600], [0.544800, 3.342300, -5.302800], [-0.027900, 3.449700, -4.049100], [-1.753200, 4.374000, -1.942700], [-1.080200, 4.768600, -0.797200], [-0.964400, 6.114900, -0.494500], [-1.523200, 7.069200, -1.326000], [-2.221700, 6.674400, -2.454500], [-2.335100, 5.332000, -2.764500], [-3.970100, 2.772700, -2.666500], [-2.680600, 1.394900, -4.495000], [-1.646700, 1.201900, -6.720800], [0.387100, 2.493300, -7.259800], [1.449100, 3.889800, -5.518100], [0.422600, 4.072800, -3.290800], [-0.619500, 4.029500, -0.155300], [-0.416500, 6.414600, 0.385200], [-1.406700, 8.117100, -1.098400], [-2.658500, 7.412000, -3.107800], [-2.852800, 5.024400, -3.659400], [3.577100, -6.520700, -0.044600], [2.713800, -5.442800, -0.570800], [2.220000, -5.381000, -1.856100], [1.354500, -4.327300, -2.195600], [0.996200, -3.418800, -1.295900], [1.516900, -3.443000, -0.074800], [1.143500, -2.249800, 1.055800], [2.368900, -4.449200, 0.281200], [0.805800, -4.175500, -3.562400], [3.882600, -7.206700, -0.827700], [3.034500, -7.084000, 0.716200], [4.465100, -6.107000, 0.431400], [2.470800, -6.131300, -2.586800], [2.731200, -4.442600, 1.230000], [1.201600, -4.935600, -4.228200], [1.063300, -3.186500, -3.944600], [-0.281300, -4.242400, -3.556500]], "atomic_forces_ev_per_a": [[-1.3, -1.7, 0.1], [0.0, -0.2, -0.1], [0.7, -0.4, -0.7], [0.3, 0.7, 0.6], [1.5, 0.1, 0.1], [-0.4, 0.3, 0.4], [0.1, -0.1, -0.1], [-0.3, 0.1, 0.0], [-0.5, 0.5, 0.5], [0.1, -0.4, -0.4], [-0.2, -0.2, -0.2], [0.3, -0.1, 0.1], [-0.3, 0.0, 0.1], [0.5, 0.3, 0.1], [0.0, 0.1, 0.0], [0.0, 0.1, 0.0], [-0.1, 0.1, 0.1], [-0.1, 0.0, 0.0], [0.1, 0.0, 0.0], [0.1, 0.0, 0.0], [0.0, 0.1, 0.1], [-0.1, 0.0, -0.1], [0.0, 0.0, 0.0], [0.1, -0.3, -0.3], [-0.3, 0.0, 0.5], [-0.2, -0.5, -0.4], [-0.2, 0.0, -0.1], [0.1, 0.1, 0.2], [-0.1, 0.3, 0.0], [0.1, 0.1, 0.0], [0.1, -0.1, 0.0], [-0.1, 0.2, 0.0], [0.1, 0.1, 0.0], [0.1, 0.1, -0.2], [0.2, 0.0, 0.2], [-0.3, 0.0, 0.1], [-0.4, -0.4, 0.1], [0.2, 0.0, 0.0], [0.2, 0.5, -0.5], [-0.4, 0.6, -0.2], [0.0, 0.5, 0.0], [0.1, 0.3, 0.1], [-0.1, 0.0, -0.1], [0.0, 0.0, 0.1], [0.0, -0.1, -0.1], [0.0, 0.0, -0.1], [0.1, 0.1, 0.1], [0.0, -0.1, -0.1], [0.1, 0.0, 0.2], [-0.1, -0.1, 0.0], [0.0, 0.1, 0.1], [0.1, 0.0, 0.1], [-0.1, 0.0, -0.1], [0.0, 0.0, 0.1], [0.0, -0.1, 0.1], [-0.1, 0.0, 0.0], [-0.1, 0.0, -0.1], [0.0, 0.0, -0.1], [0.1, 0.1, -0.1], [0.1, 0.1, 0.0], [0.1, 0.0, 0.0], [0.0, 0.1, 0.1], [0.0, 0.1, 0.0], [-0.1, 0.1, -0.1], [-0.1, 0.0, -0.2], [0.2, -0.2, 0.2], [-0.2, 0.0, -0.5], [0.0, 0.2, 0.2], [0.4, -0.4, 0.4], [0.1, -0.6, 0.0], [-0.1, 0.0, -0.2], [-0.1, 0.5, 0.4], [-0.1, 0.1, -0.1], [0.0, -0.1, -0.2], [0.0, 0.0, 0.0], [0.0, -0.1, 0.0], [0.1, 0.0, 0.0], [0.1, -0.1, 0.0], [0.0, 0.0, -0.1], [0.0, 0.0, -0.1], [0.0, 0.0, 0.0], [-0.1, 0.0, 0.1]]}

Record 5
{"formula": "CH6N3O3", "method": "ωB97M-V with the def2-TZVPD basis set", "charge": 1, "molar_mass_da": 108.077, "homo_lumo_gap_ev": 10.37, "smiles": "N/C(=[NH+]/O)N(O)O", "relative_energy_kj_mol": 143.0, "homo_ev": -14.3, "symbols": ["N", "C", "N", "O", "N", "O", "O", "H", "H", "H", "H", "H", "H"], "coordinates": [[-1.082146, 1.219129, 0.023370], [-0.336339, 0.247850, -0.513145], [-0.059161, -0.130199, -1.707937], [0.839028, -0.993952, -2.149762], [0.803162, -0.411284, 0.626228], [0.624387, -1.772002, 0.814261], [0.505718, 0.300118, 1.757311], [-1.474599, 1.443724, 0.897733], [-1.610755, 1.772158, -0.674741], [-0.455642, 0.456802, -2.439831], [1.324818, -1.475135, -1.440677], [-0.073067, -2.049646, 1.389214], [0.540109, -0.302767, 2.590538]], "atomic_forces_ev_per_a": [[-0.5, 0.4, -5.0], [2.6, -1.4, 5.6], [-2.2, 2.6, 0.3], [1.5, -1.5, -0.6], [-2.1, 0.4, -2.0], [1.7, 0.1, -1.4], [-0.3, -0.8, 2.7], [0.5, -0.9, 1.8], [0.5, -0.3, 0.4], [0.2, -0.6, -0.5], [-0.6, 0.6, 0.0], [-1.5, 0.2, 0.8], [0.2, 1.2, -2.1]]}

Record 6
{"formula": "C18H13Cl3CoN2O10P2", "method": "ωB97M-V with the def2-TZVPD basis set", "charge": -2, "molar_mass_da": 644.546, "multiplicity": 2, "homo_lumo_gap_ev": [6.36, 6.47], "relative_energy_kj_mol": 0.0, "homo_ev": [-2.5, -2.7], "symbols": ["Co", "Cl", "C", "C", "C", "C", "O", "C", "C", "N", "C", "C", "C", "C", "C", "C", "C", "C", "N", "C", "C", "H", "H", "H", "H", "H", "H", "H", "H", "H", "H", "O", "P", "O", "O", "O", "P", "O", "O", "O", "H", "H", "Cl", "C", "Cl", "C", "O", "O", "H"], "coordinates": [[0.011521, -0.263432, -0.819910], [-0.718797, -2.116138, 6.152082], [-0.550016, -1.986818, 4.410855], [-0.188864, -3.129033, 3.670969], [-0.045829, -3.052344, 2.318623], [-0.244550, -1.827280, 1.600077], [-0.064837, -1.819440, 0.343960], [-0.626821, -0.689304, 2.379125], [-0.906333, 0.577638, 1.797840], [-0.828252, 0.862522, 0.538989], [-1.130343, 2.151986, 0.076829], [-1.804188, 3.151383, 0.738224], [-2.023448, 4.396911, 0.113303], [-1.594253, 4.642840, -1.162383], [-0.915881, 3.628979, -1.881307], [-0.459810, 3.761582, -3.216123], [0.159613, 2.709263, -3.823317], [0.349948, 1.501749, -3.111387], [-0.052763, 1.368893, -1.873516], [-0.688554, 2.398424, -1.253191], [-0.763706, -0.799959, 3.781089], [-0.013631, -4.062610, 4.190503], [0.255711, -3.911556, 1.734016], [-1.193985, 1.357461, 2.504107], [-2.192783, 2.995798, 1.735198], [-2.555915, 5.165078, 0.660726], [-1.778013, 5.598734, -1.638025], [-0.618886, 4.697622, -3.739627], [0.507365, 2.771518, -4.845016], [0.839173, 0.630371, -3.529982], [-1.039845, 0.077410, 4.354035], [1.527669, -3.394294, -1.553637], [1.207635, -2.404068, -2.776337], [2.075318, -2.636315, -3.948745], [1.203957, -0.999930, -2.180865], [-0.304858, -2.783859, -3.187908], [-1.745589, -2.416688, -2.500701], [-1.778146, -3.423471, -1.234933], [-2.813498, -2.798382, -3.445711], [-1.663492, -0.996527, -1.983036], [1.884872, -2.868438, -0.805128], [-1.112020, -3.116980, -0.594032], [2.844873, -0.889678, 3.630287], [3.603937, -0.321202, 2.114178], [3.990603, 1.416196, 2.266574], [2.673103, -0.674593, 0.904990], [2.805485, -1.862040, 0.575442], [1.930056, 0.228687, 0.490345], [4.547080, -0.846661, 2.022428]], "atomic_forces_ev_per_a": [[0.4, -0.1, 0.1], [0.0, 0.0, 0.0], [0.0, 0.0, 0.0], [0.0, 0.0, 0.0], [0.0, 0.0, 0.0], [0.1, 0.0, -0.1], [-0.2, -0.1, 0.1], [0.0, 0.0, 0.0], [0.1, 0.0, -0.2], [-0.2, -0.1, 0.1], [0.0, 0.1, 0.0], [0.0, 0.0, -0.1], [0.0, 0.0, -0.1], [0.0, 0.0, 0.0], [0.0, 0.1, 0.0], [0.0, 0.0, 0.0], [0.0, 0.0, 0.1], [0.0, 0.1, 0.1], [0.1, 0.1, -0.1], [0.0, -0.1, 0.0], [0.0, 0.0, 0.0], [0.0, 0.0, 0.0], [0.0, 0.0, 0.0], [0.0, 0.0, 0.0], [0.0, 0.0, 0.0], [0.0, 0.0, 0.0], [0.0, 0.0, 0.0], [0.0, 0.0, 0.0], [0.0, 0.0, 0.0], [0.0, 0.0, 0.0], [0.0, 0.0, 0.0], [0.0, 0.0, 0.0], [-0.1, 0.0, 0.0], [0.0, 0.0, 0.0], [-0.1, 0.0, 0.0], [0.0, 0.0, 0.1], [0.0, 0.1, 0.0], [0.0, 0.0, 0.0], [-0.1, 0.0, 0.0], [0.0, 0.0, 0.0], [0.0, 0.0, 0.0], [0.0, 0.0, 0.0], [0.0, 0.0, 0.0], [0.1, 0.1, 0.0], [0.0, 0.0, 0.0], [-0.1, -0.1, 0.1], [0.1, 0.0, -0.1], [-0.1, 0.1, 0.0], [0.0, 0.0, 0.0]]}